(A)
{
  "formula": "C5H9ClOS",
  "method": "ωB97M-V/def2-TZVPD",
  "homo_energy_ev": -9.439,
  "orbital_gap_ha": 0.3699,
  "total_charge": 0,
  "smiles": "CCC[C@](S)(Cl)C=O",
  "elements": ["C", "H", "O", "H", "C", "H", "S", "H", "H", "Cl", "H", "C", "H", "H", "H", "C", "C"],
  "positions_angstrom": [[-2.3016, 0.1436, 0.3110], [-1.0219, 0.0123, -1.2662], [0.8385, -1.8283, -1.1982], [-3.3028, 0.5600, 0.0125], [-1.0445, 0.5811, -0.3630], [2.2644, -1.4024, 1.4564], [2.8859, -0.2882, 1.0098], [-0.0145, 1.1521, 1.4127], [-1.2286, 1.6266, -0.5635], [1.9954, 1.8734, -0.7858], [-0.0432, -0.7368, 1.0803], [0.1517, 0.3050, 0.6021], [-2.2608, 0.3668, 1.3663], [-2.3772, -0.8436, 0.2202], [2.3196, -0.8569, -2.0136], [1.6105, -0.9291, -1.2318], [1.5293, 0.2644, -0.0492]],
  "nbo_charge": [-0.589, 0.210, -0.518, 0.211, -0.411, 0.134, 0.029, 0.244, 0.209, -0.039, 0.236, -0.460, 0.193, 0.198, 0.144, 0.432, -0.224]
}

(B)
{
  "formula": "C5H9ClOS",
  "method": "ωB97M-V/def2-TZVPD",
  "homo_energy_ev": -9.018,
  "orbital_gap_ha": 0.3350,
  "total_charge": 0,
  "smiles": "CCCC(Cl)=C=O.S",
  "elements": ["H", "H", "C", "C", "H", "H", "H", "Cl", "H", "C", "H", "C", "H", "S", "O", "C", "H"],
  "positions_angstrom": [[0.3014, -0.1654, 1.1371], [2.1586, 1.5793, -0.2723], [-1.8389, -0.2693, 1.1692], [-0.5237, -0.8152, 0.7574], [-0.5684, 0.0114, -1.3480], [-1.7335, -0.0842, 2.2357], [-0.1874, -1.8848, 1.0561], [-1.0783, 2.4054, 0.7415], [-2.7315, -0.9765, 0.7792], [-0.2347, -0.8869, -0.7373], [-0.7473, -1.8382, -1.1954], [-2.9497, 1.1973, -0.5523], [0.8606, -0.8105, -0.9845], [2.6153, 2.7676, -0.2262], [-3.7054, 1.4740, -1.3981], [-2.1642, 1.0085, 0.4674], [3.9446, 2.4733, -0.3165]],
  "nbo_charge": [0.208, 0.124, -0.418, -0.427, 0.209, 0.239, 0.225, -0.008, 0.222, -0.625, 0.206, 0.686, 0.219, -0.273, -0.424, -0.310, 0.148]
}

Preferred: (A); penalty for the next structure: 19.9 kcal/mol.

(A)
{
  "formula": "C3H10NP",
  "method": "ωB97M-V/def2-TZVPD",
  "homo_energy_ev": -8.427,
  "orbital_gap_ha": 0.3403,
  "total_charge": 0,
  "smiles": "CP(C)(C)=N",
  "elements": ["H", "C", "P", "H", "H", "N", "H", "C", "H", "H", "H", "H", "C", "H", "H"],
  "positions_angstrom": [[2.5132, 0.7061, -0.9777], [-0.5141, -0.9871, -1.2985], [0.6031, -0.0795, -0.1617], [-0.3233, -2.0889, -1.3184], [0.6068, 2.4298, 0.6538], [2.1081, -0.0480, -0.4486], [0.4714, -0.2163, 2.2594], [-0.3155, 1.8532, 0.2588], [-0.5974, 2.4393, -0.6635], [-0.9965, 1.6316, 0.9977], [-0.6001, -0.7743, -2.3203], [-1.3945, -0.8190, -0.7156], [0.4268, -0.9277, 1.3642], [1.3061, -1.6334, 1.3451], [-0.5132, -1.5062, 1.3228]],
  "nbo_charge": [0.382, -0.996, 1.738, 0.245, 0.228, -1.352, 0.260, -0.883, 0.229, 0.203, 0.249, 0.221, -1.033, 0.276, 0.232]
}

(B)
{
  "formula": "C3H10NP",
  "method": "ωB97M-V/def2-TZVPD",
  "homo_energy_ev": [-8.830, -7.926],
  "orbital_gap_ha": [0.2975, 0.2963],
  "total_charge": 0,
  "elements": ["C", "H", "H", "C", "N", "C", "H", "P", "H", "H", "H", "H", "H", "H", "H"],
  "positions_angstrom": [[0.7878, 1.4752, 1.2653], [2.0285, 0.1709, -1.2343], [-2.2094, -1.5207, -0.3233], [-2.8116, -1.0144, -0.9549], [1.4719, -1.2744, 1.1235], [0.9488, -0.0163, -1.1348], [-3.6436, -0.5461, -0.6334], [0.4731, -0.2206, 0.5361], [1.4265, -1.5931, 2.0410], [0.4402, 1.4545, 2.2962], [1.8877, 1.6210, 1.4884], [0.3922, 0.8608, -1.5137], [0.5803, 2.3205, 0.7765], [-2.5396, -0.8331, -1.9657], [0.7672, -0.8843, -1.7669]],
  "nbo_charge": [-0.966, 0.247, 0.159, -0.472, -1.099, -1.009, 0.151, 1.285, 0.366, 0.235, 0.234, 0.235, 0.224, 0.156, 0.253]
}

(C)
{
  "formula": "C3H10NP",
  "method": "ωB97M-V/def2-TZVPD",
  "homo_energy_ev": -8.811,
  "orbital_gap_ha": 0.3631,
  "total_charge": 0,
  "smiles": "C=C.CPN",
  "elements": ["H", "H", "H", "H", "H", "C", "C", "H", "N", "C", "H", "H", "P", "H", "H"],
  "positions_angstrom": [[-1.5556, -0.3349, 2.4778], [-0.7788, 1.6119, -3.8879], [-2.0671, 1.0041, -2.5640], [-1.2446, 1.0329, -0.4164], [-0.7807, -0.8588, 4.0629], [-0.7014, -0.7640, 2.9797], [-1.1902, 0.7880, -3.2281], [1.1772, -1.5839, 3.0261], [-0.9457, 0.0064, -0.6226], [0.4234, -1.2261, 2.3310], [0.4538, -1.1635, 1.2309], [-1.6091, 0.0198, -3.9735], [-0.0134, 0.0002, -1.9977], [0.6909, 1.1463, -1.8648], [-0.8283, -0.5807, 0.1137]],
  "nbo_charge": [0.187, 0.238, 0.229, 0.383, 0.194, -0.385, -0.956, 0.211, -1.156, -0.402, 0.194, 0.228, 0.760, -0.110, 0.384]
}

Preferred: (A); penalty for the next structure: 11.6 kcal/mol.

(A)
{
  "formula": "H3S3",
  "method": "ωB97M-V/def2-TZVPD",
  "homo_energy_ev": -3.123,
  "orbital_gap_ha": 0.2329,
  "total_charge": -1,
  "elements": ["H", "H", "S", "H", "S", "S"],
  "positions_angstrom": [[0.5126, 0.8633, -0.0217], [1.3365, -1.6389, 1.7470], [-1.5531, 1.2119, -1.1529], [-2.2828, 0.3932, -1.9141], [2.0645, -0.6005, 1.6327], [-0.0777, -0.2291, -0.2911]],
  "nbo_charge": [0.118, 0.084, -0.348, 0.106, -0.870, -0.091]
}

(B)
{
  "formula": "H3S3",
  "method": "ωB97M-V/def2-TZVPD",
  "homo_energy_ev": -2.666,
  "orbital_gap_ha": 0.2296,
  "total_charge": -1,
  "elements": ["H", "S", "H", "H", "S", "S"],
  "positions_angstrom": [[-0.2081, 0.0236, -1.0645], [-1.7167, 0.0976, 0.6399], [1.4792, 0.0890, -2.0560], [-0.1956, 0.1131, 2.8274], [0.1674, 0.5337, 1.6042], [0.4738, -0.8570, -1.9509]],
  "nbo_charge": [0.209, -0.719, 0.117, 0.099, -0.290, -0.416]
}

Preferred: (B); penalty for the next structure: 11.9 kcal/mol.

(A)
{
  "formula": "C37H27CaCl2N9O12Se",
  "method": "ωB97M-V/def2-TZVPD",
  "homo_energy_ev": -2.672,
  "orbital_gap_ha": 0.2270,
  "total_charge": -2,
  "elements": ["H", "C", "O", "C", "H", "O", "C", "H", "H", "N", "H", "C", "C", "C", "C", "C", "N", "C", "N", "C", "H", "N", "H", "H", "N", "O", "H", "C", "N", "O", "C", "Cl", "C", "H", "C", "C", "C", "C", "H", "O", "C", "O", "H", "H", "H", "H", "C", "C", "C", "C", "C", "H", "C", "N", "O", "H", "N", "C", "H", "C", "C", "C", "C", "N", "C", "C", "C", "O", "O", "H", "H", "H", "O", "C", "Cl", "H", "H", "O", "H", "C", "H", "Se", "C", "H", "O", "C", "Ca", "C", "H"],
  "positions_angstrom": [[1.9010, -1.3722, 4.1404], [-0.6661, 2.0707, 4.3271], [-0.9099, -0.6994, -4.3384], [-1.2697, -5.0621, 0.3673], [3.8534, 3.1336, 0.2018], [-2.3964, -0.2137, 0.4198], [3.5141, 1.0450, -0.0830], [3.2260, 0.9250, 3.8328], [-4.2133, 2.5342, 3.4911], [-3.3508, 0.1559, 3.1606], [0.0002, 0.4141, 3.1128], [3.2407, -0.1321, 0.5880], [-1.4001, -4.8455, 1.7360], [-0.1843, 2.1930, 1.9648], [-0.9387, -3.9834, -0.4300], [-3.9589, 3.4143, 1.5530], [-2.7171, 1.8737, -1.5503], [-0.2497, 1.4667, 3.1495], [-4.4133, 4.7122, 1.9786], [-3.4081, 1.1544, 2.0981], [1.6211, 2.9720, -2.3423], [0.6155, 1.4254, -1.4545], [3.6055, -1.8791, 4.2350], [1.9718, -4.1340, -4.5715], [0.2850, 2.2404, -0.3761], [-2.5140, 0.7541, -2.0118], [-1.2310, 5.1940, 3.1493], [-0.5240, 3.5437, 1.9774], [2.8797, -1.4922, 2.3107], [-4.7551, 4.8552, 3.1450], [2.5172, 1.7152, -4.5169], [-2.0004, -3.9513, -5.4426], [-2.5714, -2.3085, -5.0132], [-1.2976, -3.3740, 3.3066], [3.2989, -0.3669, -5.3765], [3.6736, 2.1851, 0.6915], [-2.9083, 0.8539, 0.7547], [1.7351, -3.1478, -4.1697], [2.3794, -3.0061, 3.6068], [0.3636, 0.2193, 0.7551], [-3.8980, 2.3753, 2.4720], [-4.4373, 5.6182, 1.1566], [-0.4715, 4.0956, 1.0481], [1.3627, -3.2374, -3.1504], [-1.4331, -6.0406, -0.0606], [-3.5381, -2.4369, -4.5402], [2.7622, -1.0244, -4.2953], [-1.7598, -5.9399, 2.6037], [-3.0801, 1.9971, -0.1471], [-0.8320, -2.5676, 1.3719], [-1.5844, -1.6657, -3.9989], [3.8055, -0.9594, -6.1297], [3.1889, 1.0214, -5.4989], [2.9943, -1.4154, 0.1359], [-2.5740, -0.7715, 3.0591], [0.9660, -2.6786, -4.7867], [-2.0464, -6.8190, 3.2867], [2.0662, -0.3416, -3.2532], [-1.3704, 3.8837, 5.2419], [-1.1872, -3.5791, 2.2519], [0.1912, 1.4761, 0.6979], [2.7829, -2.2457, 1.1786], [1.3493, 1.9114, -2.3713], [-0.7143, -2.7650, 0.0614], [3.1622, -0.1770, 1.9766], [3.3217, 0.9558, 2.7553], [-1.0225, 3.4132, 4.3300], [-1.6253, -2.2380, -2.8746], [1.6190, -1.0124, -2.2354], [-3.5898, 4.0300, -0.4715], [2.4171, 2.7942, -4.5851], [2.6900, -1.6042, -0.8254], [-2.6824, 2.8792, -2.2309], [3.5742, 2.1448, 2.0835], [-2.8208, -1.3516, -6.4825], [-0.6510, -1.5567, 1.7126], [3.6154, 1.5344, -6.3516], [-4.0764, 0.3207, 4.1351], [-0.7371, 1.4875, 5.2379], [-3.5482, 3.2222, 0.2422], [3.6795, 3.0608, 2.6510], [2.5335, -4.0633, 1.0995], [2.6820, -1.9627, 3.6574], [-0.8599, -4.0811, -1.5059], [2.9442, -2.3885, -4.2105], [1.9440, 1.0730, -3.4133], [-0.5377, -0.6758, -1.3955], [-0.9438, 4.1488, 3.1530], [3.5659, 1.0725, -1.1628]],
  "mulliken_charge": [0.294, -0.796, -0.565, -0.938, 0.354, -0.643, -0.624, 0.423, 0.591, 1.008, 0.239, -0.157, 0.699, 0.466, -0.727, -0.942, 1.281, 0.085, 1.168, -0.725, 0.171, 1.050, 0.324, 0.279, -0.880, -0.708, 0.416, -0.452, 0.274, -0.688, -0.955, -0.228, 0.142, 0.562, -0.530, -0.808, 0.974, -0.624, 0.292, 0.776, 0.171, -0.700, 0.485, 0.065, 0.461, 0.271, 0.031, -0.165, -0.402, -0.786, 0.462, 0.435, -0.726, 0.379, -0.457, 0.230, -0.597, 0.541, 0.389, -1.035, -0.160, -0.420, -1.832, 0.846, 0.776, -0.445, -0.717, -0.703, -0.300, 0.664, 0.363, 0.000, -0.709, -0.734, -0.214, 0.870, 0.345, -0.758, 0.395, -0.151, 0.344, -0.339, -0.980, 0.392, -0.611, 1.586, 1.517, -0.716, 0.762]
}

(B)
{
  "formula": "C37H27CaCl2N9O12Se",
  "method": "ωB97M-V/def2-TZVPD",
  "homo_energy_ev": -2.330,
  "orbital_gap_ha": 0.2201,
  "total_charge": -2,
  "elements": ["C", "C", "C", "C", "H", "N", "C", "O", "Ca", "C", "N", "H", "O", "C", "H", "C", "C", "H", "Cl", "H", "H", "C", "H", "H", "N", "C", "N", "N", "C", "C", "H", "H", "C", "N", "O", "H", "C", "N", "O", "H", "H", "H", "C", "O", "H", "C", "O", "Cl", "C", "C", "C", "N", "Se", "C", "C", "O", "C", "C", "C", "H", "O", "N", "O", "O", "H", "H", "H", "C", "C", "C", "C", "C", "H", "O", "H", "H", "O", "C", "C", "C", "H", "C", "H", "C", "C", "H", "H", "H", "C"],
  "positions_angstrom": [[1.7180, -6.9369, 0.1477], [-3.9313, 2.4864, 0.7527], [4.8341, -0.6739, 0.8070], [-1.5799, 5.5818, 0.5528], [2.4044, -7.7308, -0.1166], [5.7037, -1.6089, 0.1891], [-3.2700, 0.2861, 2.3031], [6.8977, -1.5447, 0.4719], [0.6263, -1.6778, -0.3809], [-2.3002, 6.8127, -1.4210], [-2.0482, -1.8793, 0.9661], [-3.7466, 0.1317, -3.0333], [0.7700, -1.1697, 1.6328], [-3.1808, 1.4582, 0.2132], [-2.4106, 6.9003, -2.4918], [5.3920, 0.4462, 1.3842], [4.5910, 1.3964, 2.0131], [6.4642, 0.5848, 1.3525], [1.5927, -0.5383, -4.0237], [-1.6300, -4.0688, 1.9762], [-1.1923, 4.2794, -2.3472], [-1.9619, 6.6163, 1.3872], [-1.1336, -3.9256, -2.3125], [2.4821, -4.1106, -2.8221], [1.2562, -0.0414, 1.5604], [-0.0354, -4.8716, 0.7503], [-6.4282, -2.1031, -2.5316], [-1.2519, 4.5264, -1.3738], [3.4010, -0.9338, 0.8167], [-2.5167, 7.7486, 0.7985], [-1.2535, 0.0227, -3.3141], [-3.6196, -4.0319, -2.0046], [2.7156, -1.0002, -2.7647], [-1.1215, -2.7513, 0.4856], [3.5309, 0.9345, -1.5934], [-4.9210, 3.2310, 2.4987], [-1.9262, -0.6852, 0.4299], [5.1644, 2.5260, 2.6199], [5.2510, -2.4423, -0.5717], [-2.8197, 8.5724, 1.4275], [0.7963, -8.0166, 1.7674], [2.5724, 1.9642, 2.5034], [-2.8318, 0.3550, 0.9854], [2.8761, -1.9153, 0.2910], [3.4245, -3.9225, -1.3150], [-0.0402, -6.0639, 1.4888], [1.5589, 0.0504, -1.0497], [4.3148, -1.2060, -3.4287], [0.8164, -7.0962, 1.1971], [-1.7546, -3.0563, -2.4734], [-1.7397, 5.6895, -0.8467], [-1.1228, -1.9619, -2.8632], [0.0340, 2.1014, -0.6289], [-0.7727, 3.7003, -0.3731], [3.1796, -4.5978, -2.1347], [0.5716, 0.9616, 1.6673], [-3.8731, -1.9586, -2.5252], [1.7570, -5.7803, -0.6036], [-0.7429, 3.8154, 2.1046], [-4.1908, 3.3472, 0.1490], [4.4275, 3.3122, 3.2105], [-1.0091, 4.3648, 0.8075], [0.8878, -3.6066, -1.0420], [-1.1053, -0.3653, -0.4762], [-0.3559, 2.8069, 1.9713], [-2.9921, -0.5769, 2.8880], [-4.3469, 1.2641, 3.8713], [-1.8212, -0.8503, -3.0213], [-3.2012, -0.7878, -2.8770], [0.8812, -4.6717, -0.3352], [2.6300, 0.1214, -1.7002], [-5.2838, -2.0159, -2.4883], [-3.1386, 8.7345, -0.9919], [2.6441, -5.8179, -1.6598], [2.3750, -1.9462, -2.3477], [-0.7577, -6.1652, 2.2951], [6.3794, 2.6793, 2.5580], [3.2017, 1.2184, 2.0413], [-4.3448, 2.4202, 2.0720], [-2.6905, 7.8444, -0.5725], [-1.8229, 6.5465, 2.4543], [2.6402, 0.0968, 1.4990], [-2.8401, 1.4952, -0.8105], [-4.0191, 1.3144, 2.8415], [-0.9865, -3.8648, 1.1080], [4.0965, -4.8520, -2.6711], [-0.0051, 4.4252, 2.6324], [-1.6635, 3.7678, 2.6932], [-3.1285, -3.1167, -2.2965]],
  "mulliken_charge": [-0.635, -1.040, -0.617, 0.680, 0.426, 0.953, -0.335, -0.732, 0.923, -0.895, -1.480, 0.369, -0.728, 0.058, 0.394, -0.484, -0.867, 0.602, -0.238, 0.091, 0.241, -0.656, 0.694, 0.249, 0.909, 1.061, -0.604, 0.118, 1.009, -0.691, 0.424, 0.420, 2.608, 1.257, -0.737, 0.408, 0.212, 1.048, -0.512, 0.374, 0.333, 0.703, 0.306, -0.561, 0.302, -1.042, 0.234, -0.201, -0.649, -0.431, 0.416, -0.255, -0.208, -0.937, -0.603, -0.379, 0.893, -0.148, -0.762, 0.366, -0.682, 0.694, -0.825, 0.234, -0.013, 0.434, 0.364, 0.054, -0.700, 0.958, -0.705, -0.092, 0.370, -0.567, -1.478, 0.355, -0.689, -0.564, -0.496, -0.401, 0.432, 0.836, 0.445, -0.795, -1.069, 0.275, 0.392, 0.342, -0.763]
}

Preferred: (A); penalty for the next structure: 93.8 kcal/mol.